Computed, not measured: 3 unconnected molecules or ions with the total composition C14H34ClFN2O4P at a distorted geometry, with ωB97M-V with the def2-TZVPD basis set.

E ... -1865.42923 a.u.
Highest occupied orbital energy ... -0.450 hartree
Orbital gap ... 8.923 eV

The geometry in ORCA input format:
```
! wB97M-V def2-TZVPD RIJCOSX def2/J DEFGRID3
* xyz 1 1
C -4.34682 2.23047 -2.34662
C -3.57899 1.30657 -1.39390
C -2.81698 2.10001 -0.33372
C -2.11353 1.19050 0.68955
C -0.60079 1.10914 0.44887
C 0.00209 -0.09065 1.17462
C 1.49130 -0.28890 0.89447
O 1.72176 -0.31266 -0.49878
C 2.34899 0.76284 1.57326
N 3.69056 0.62953 1.03668
F 4.43332 1.67377 1.64131
C 4.29265 -0.57816 1.56707
C 3.46571 -1.84377 1.29745
N 1.95811 -1.68992 1.23661
P 0.95346 -2.51108 2.63406
O 1.81746 -3.84429 2.79929
Cl 1.66756 -1.43180 4.20200
H -4.71756 3.09910 -1.80247
H -5.20198 1.72439 -2.78643
H -3.70105 2.60178 -3.14072
H -4.26412 0.61479 -0.91124
H -2.86952 0.72237 -1.98763
H -3.50167 2.77704 0.17245
H -2.06090 2.69503 -0.85295
H -2.31070 1.52375 1.70802
H -2.52155 0.18150 0.59638
H -0.44367 1.03756 -0.62662
H -0.14533 2.04262 0.78451
H -0.52748 -0.97984 0.82469
H -0.18019 0.04430 2.24313
H 1.89804 0.57111 -0.82655
H 2.35479 0.65764 2.65843
H 1.95363 1.74485 1.32967
H 4.50062 -0.47888 2.63555
H 5.25361 -0.71645 1.07372
H 3.77923 -2.29923 0.36290
H 3.71514 -2.55571 2.07175
H 1.64496 -2.22516 0.42285
H 2.60039 -3.73070 3.34929
C -7.73084 -1.85168 -0.87736
C -6.31032 -1.44259 -0.54077
O -6.24071 -0.11993 -0.00800
H -8.16713 -1.15347 -1.59127
H -7.75815 -2.85356 -1.30671
H -8.35643 -1.84791 0.01780
H -5.69278 -1.43361 -1.43881
H -5.86796 -2.15183 0.16792
H -6.77309 -0.09571 0.79208
C 5.25784 0.10638 -2.52060
C 6.59119 0.67848 -2.07465
O 6.46817 2.01408 -1.60147
H 4.82128 0.72537 -3.30433
H 5.36765 -0.91070 -2.90085
H 4.55235 0.09152 -1.68245
H 7.28856 0.71726 -2.90880
H 7.03808 0.04877 -1.29535
H 5.87173 2.01568 -0.84737
*
```